(1)
The following is a quantum chemistry calculation of C12H23FeN7S as an isolated structure, from the Open Molecules 2025 dataset.

Summary:
F_max, eV Å⁻¹: 0.3
Charge: +2
Electronic energy, eV: -68458.988
2S+1: 5

Each line ends with the Mulliken spin population.
Element x y z (Å)
Fe -0.4724 -0.1850 -0.3550  3.798
C 1.8790 -1.1885 3.3892  0.000
C 1.1649 -0.5240 2.2600  -0.012
N 1.0327 -1.0216 1.0856  0.006
N 1.4831 -2.3096 0.8538  -0.004
C 0.6227 -3.1680 0.2585  0.004
N 1.0481 -4.4088 0.0521  0.008
S -0.9390 -2.6841 -0.1795  0.053
C 0.4530 0.7666 2.4543  0.015
C 0.7372 1.6187 3.5065  0.003
C -0.0268 2.7684 3.6662  0.002
C -1.0570 3.0119 2.7787  0.000
C -1.2687 2.1089 1.7461  0.006
N -0.5327 1.0147 1.5708  0.025
H 1.6728 -2.2595 3.3892  0.000
H 1.5679 -0.7904 4.3498  0.000
H 2.9596 -1.0495 3.2963  0.001
H 2.3541 -2.6175 1.2620  0.001
H 1.9585 -4.7354 0.3363  -0.001
H 0.4126 -5.0772 -0.3533  -0.001
H 1.5419 1.4016 4.1944  0.000
H 0.1784 3.4523 4.4785  0.000
H -1.6934 3.8801 2.8754  0.000
H -2.0663 2.2755 1.0321  0.000
N -2.5271 0.1105 -1.0875  0.026
C -2.4481 0.3821 -2.5452  -0.010
C -1.4866 -0.5919 -3.2054  0.004
N -0.1535 -0.6066 -2.5616  0.035
C 0.8543 0.2892 -3.1556  0.002
C 0.7490 1.6870 -2.5720  -0.009
N 0.7104 1.5853 -1.0946  0.046
H -3.0392 -0.7575 -0.9434  0.000
H -3.1027 0.8241 -0.6509  0.001
H -2.1173 1.4120 -2.6727  -0.003
H -3.4251 0.2976 -3.0234  0.003
H -1.4063 -0.3567 -4.2698  0.000
H -1.8970 -1.6006 -3.1294  -0.001
H 0.1937 -1.5567 -2.6117  0.001
H 0.7696 0.3313 -4.2445  0.002
H 1.8381 -0.1244 -2.9233  -0.001
H -0.1638 2.1806 -2.9009  -0.002
H 1.5842 2.2967 -2.9182  0.002
H 0.4008 2.4661 -0.6953  0.000
H 1.6562 1.4519 -0.7426  0.002

(2)
The following is a quantum chemistry calculation of C12H23MnN2O2P2 as an isolated structure, from the Open Molecules 2025 dataset.

Summary:
F_max, eV Å⁻¹: 3.6
Charge: +2
Relative energy (zero: lowest compared OMol25 entry of this formula, charge and spin), eV: 3.082
Electronic energy, eV: -69772.363
2S+1: 5

Each line ends with the Mulliken spin population.
Element x y z (Å)
Mn -0.3368 0.0764 1.1522  3.403
P 1.8716 -0.5003 1.2919  -0.059
C 2.1325 -0.8541 -0.4532  0.607
C 0.9989 -1.2573 -1.1946  -0.056
N -0.2363 -0.8604 -0.7166  0.035
C -1.3775 -1.3050 -1.2698  0.036
C -1.3571 -2.2810 -2.2649  0.127
C -0.1362 -2.6767 -2.7985  -0.024
C 1.0243 -2.1216 -2.3121  0.172
C -2.6805 -0.7639 -0.6869  0.008
P -2.3906 0.7581 0.3498  -0.029
H 1.9644 -2.4078 -2.7423  0.003
H -2.3155 -2.7006 -2.5594  0.004
H -0.1586 -3.4296 -3.5700  0.001
H -3.4121 -0.5321 -1.4550  -0.001
H -3.1192 -1.5145 -0.0344  0.004
H 2.8915 1.1720 -1.2689  -0.007
H 3.1415 -0.9855 -0.9146  -0.033
H 1.3037 2.7254 -0.6247  0.007
O 2.8386 2.0891 -1.5417  0.014
H 2.5585 1.9558 -2.4941  -0.001
H 0.0412 1.4123 0.6405  -0.221
O 0.5202 3.0147 -0.1572  -0.044
H 0.9656 3.5078 0.5505  0.003
C -2.6365 2.0233 -0.9345  0.002
H -3.7032 2.1897 -1.1214  -0.002
H -2.1840 2.9284 -0.5207  0.000
H -2.1380 1.7336 -1.8658  0.000
C -3.7930 0.8925 1.5016  0.012
H -3.4757 1.4890 2.3710  -0.001
H -4.6362 1.3890 1.0017  0.001
H -4.0876 -0.1108 1.8440  -0.002
C 1.9928 -2.2203 1.9196  0.056
H 3.0162 -2.5655 1.7504  0.002
H 1.7137 -2.3343 2.9697  0.008
H 1.3257 -2.8297 1.3028  -0.008
C 3.3086 0.4023 1.9931  0.016
H 3.1065 0.8130 2.9949  0.000
H 4.1501 -0.3007 2.0567  -0.003
H 3.5826 1.2316 1.3226  -0.002
N -0.1099 1.6393 3.7722  0.197
C -0.1643 1.1085 2.7159  -0.223